{"formula": "C22H15Cl3FN2O2Ru", "method": "ωB97M-V with the def2-TZVPD basis set", "e_lumo_ev": [0.45, -1.02], "energy_ha": -2682.58493, "s2": 8.8034, "e_homo_ev": [-7.53, -7.86], "relative_energy_ev": 1.220, "orbital_gap_ev": [7.98, 6.84], "multiplicity": 6, "symbols": ["Ru", "Cl", "C", "C", "C", "Cl", "C", "O", "C", "Cl", "C", "H", "H", "O", "C", "C", "C", "C", "C", "C", "C", "N", "C", "C", "N", "H", "H", "H", "H", "H", "H", "H", "F", "C", "C", "C", "C", "C", "C", "C", "H", "H", "H", "H", "H", "H"], "coordinates": [[0.130738, -0.844745, -0.000225], [6.716389, -4.273138, 0.012598], [5.030929, -3.873165, 0.028373], [4.642747, -2.547188, 0.073426], [3.291792, -2.270004, 0.078494], [2.709656, -0.638905, 0.139382], [2.268110, -3.238310, 0.028574], [1.018882, -2.925707, 0.012820], [2.737404, -4.573904, -0.001305], [1.560323, -5.836589, -0.038592], [4.081016, -4.885880, -0.004313], [5.372624, -1.750098, 0.102968], [4.392084, -5.920615, -0.032950], [-1.481176, 0.532212, -0.112725], [-2.777081, 0.625159, -0.076523], [-3.376858, 1.906061, -0.079700], [-4.740258, 2.067888, -0.043690], [-5.581630, 0.955659, -0.001006], [-5.026762, -0.303652, 0.006683], [-3.640741, -0.501121, -0.031425], [-3.078289, -1.836970, -0.020180], [-1.793760, -2.181377, -0.017775], [-1.733550, -3.556951, -0.007628], [-2.993641, -4.058678, -0.005196], [-3.829340, -2.967408, -0.012913], [-2.715496, 2.763278, -0.108533], [-5.170825, 3.061391, -0.045506], [-6.656022, 1.076047, 0.029996], [-5.697844, -1.153702, 0.049632], [-0.791913, -4.075661, -0.006299], [-3.357916, -5.070179, 0.002762], [-4.830997, -2.996177, -0.017944], [2.885934, 7.240037, 0.018300], [2.437808, 5.974384, 0.014048], [1.936203, 5.435404, 1.190693], [1.477149, 4.140258, 1.186702], [1.495482, 3.352653, 0.002463], [1.022193, 2.045347, -0.000009], [2.019394, 3.955386, -1.174419], [2.492003, 5.245858, -1.166196], [1.916419, 6.038948, 2.088120], [1.074124, 3.703947, 2.091979], [0.943302, 1.492355, -0.930526], [0.663042, 1.594781, 0.918442], [2.048662, 3.372638, -2.086503], [2.909668, 5.700454, -2.054396]], "forces_ev_per_angstrom": [[-1.7, -0.8, -0.1], [0.1, 0.0, 0.0], [-0.2, 0.0, 0.0], [0.1, 0.1, 0.0], [-0.3, -0.6, 0.0], [0.4, 0.7, 0.0], [0.5, 0.0, 0.0], [-0.5, 0.8, 0.0], [0.0, 0.3, 0.0], [-0.1, -0.1, 0.0], [0.1, 0.0, 0.0], [0.0, 0.0, 0.0], [0.0, 0.0, 0.0], [1.6, -0.5, 0.0], [-0.8, -0.2, 0.0], [0.3, 0.0, 0.0], [-0.1, -0.1, 0.0], [-0.1, 0.0, 0.0], [0.0, 0.0, 0.0], [0.2, 0.4, 0.0], [0.1, -0.3, 0.0], [0.3, 0.1, 0.1], [-0.3, -0.3, 0.0], [0.2, 0.0, 0.0], [0.0, 0.2, 0.0], [0.0, 0.0, 0.0], [0.1, 0.0, 0.0], [0.0, 0.0, 0.0], [0.0, 0.0, 0.0], [0.0, 0.0, 0.0], [0.0, 0.0, 0.0], [-0.1, 0.0, 0.0], [0.0, 0.1, 0.0], [-0.1, -0.2, 0.0], [0.1, 0.1, 0.0], [0.0, -0.2, -0.2], [0.2, 0.4, 0.0], [0.0, -0.2, 0.0], [-0.1, -0.2, 0.1], [0.1, 0.1, 0.0], [0.0, 0.0, 0.0], [0.0, 0.0, 0.0], [0.0, 0.1, 0.0], [-0.1, 0.1, 0.0], [0.0, 0.0, 0.0], [0.0, 0.0, 0.0]], "mulliken_spin": [3.5649, 0.0009, 0.0073, -0.0031, 0.0029, 0.0499, 0.0104, 0.0927, 0.0135, 0.0009, -0.0026, 0.0014, -0.0006, 0.1569, 0.0049, 0.0178, -0.0076, 0.0175, -0.0078, 0.0010, -0.0024, 0.0505, -0.0152, 0.0036, 0.0087, 0.0035, -0.0005, 0.0009, -0.0005, 0.0028, 0.0005, -0.0034, 0.0163, 0.2197, -0.0845, 0.1840, -0.0809, 0.7113, 0.1864, -0.0847, -0.0032, 0.0082, -0.0167, -0.0297, 0.0071, -0.0033]}

{"formula": "C22H15CrF3N4O", "method": "ωB97M-V with the def2-TZVPD basis set", "e_lumo_ev": [-4.80, -4.40], "energy_ha": -2485.41464, "s2": 0.7623, "e_homo_ev": [-11.60, -11.51], "charge": 1, "orbital_gap_ev": [6.81, 7.11], "multiplicity": 2, "symbols": ["Cr", "O", "C", "N", "C", "C", "C", "C", "C", "C", "N", "C", "C", "C", "C", "C", "N", "H", "H", "H", "H", "H", "H", "H", "H", "H", "H", "N", "C", "H", "F", "C", "F", "F", "C", "C", "C", "C", "C", "C", "C", "C", "H", "H", "H", "H"], "coordinates": [[-0.032693, 1.765030, 0.541361], [-1.285593, 5.269430, -0.803839], [-1.167693, 4.092730, -0.523139], [-0.020293, 3.409230, -0.333839], [1.213207, 4.131830, -0.544939], [2.338907, 3.167330, -0.351039], [3.645807, 3.442030, -0.737039], [4.635407, 2.506430, -0.498639], [4.286807, 1.324330, 0.144461], [2.966007, 1.116830, 0.488261], [1.999707, 2.011630, 0.243061], [-2.344993, 3.172730, -0.325539], [-3.622693, 3.530330, -0.723539], [-4.658493, 2.628730, -0.523239], [-4.370193, 1.428030, 0.110061], [-3.063593, 1.148730, 0.475661], [-2.057293, 1.996830, 0.254161], [1.306707, 4.957430, 0.179961], [1.236807, 4.598930, -1.540339], [3.874107, 4.377130, -1.221339], [5.654107, 2.694630, -0.801639], [5.032307, 0.581830, 0.377161], [2.645707, 0.195230, 0.956461], [-3.759593, 4.498330, -1.181139], [-5.663293, 2.851930, -0.847639], [-5.147193, 0.713630, 0.328761], [-2.813293, 0.210130, 0.953261], [-0.085593, 0.236830, 3.221261], [-0.053593, 0.798830, 2.198961], [-0.078893, -0.285770, 4.068861], [0.061207, -7.512670, -1.585639], [-0.031993, -7.026070, -0.344839], [-1.148793, -7.543670, 0.194961], [0.995007, -7.539470, 0.354561], [-0.036093, -5.521270, -0.299939], [-0.133593, -4.896370, 0.940061], [-0.138793, -3.520470, 1.009461], [-0.043593, -2.756570, -0.160939], [0.051807, -3.395370, -1.399839], [0.056307, -4.774370, -1.467439], [-0.040393, -1.349770, -0.048139], [-0.036293, -0.144070, 0.144761], [-0.202593, -5.489370, 1.839261], [-0.216793, -3.020870, 1.962761], [0.121007, -2.808870, -2.302139], [0.133007, -5.272070, -2.421739]], "forces_ev_per_angstrom": [[0.1, -1.0, -1.1], [0.0, -0.5, 0.0], [-0.7, 0.6, -0.1], [0.7, 0.3, 0.1], [0.1, 0.5, -0.1], [0.1, 0.3, -0.2], [-0.1, -0.2, 0.1], [-0.3, 0.0, 0.1], [-0.2, 0.0, 0.0], [0.4, -0.4, 0.1], [0.1, 0.1, 0.3], [-0.4, 0.4, -0.2], [0.3, -0.1, 0.1], [0.3, 0.0, 0.1], [0.1, 0.1, 0.0], [-0.2, -0.3, 0.2], [-0.3, 0.2, 0.1], [0.0, -0.1, -0.2], [0.1, -0.1, 0.2], [0.0, 0.1, -0.1], [0.1, 0.0, 0.0], [0.0, -0.1, 0.0], [0.0, 0.0, 0.0], [0.0, 0.0, 0.0], [-0.1, 0.1, 0.0], [0.0, -0.1, 0.0], [0.1, 0.0, 0.0], [0.1, 0.6, -1.1], [0.0, -0.3, 2.1], [0.0, -0.1, 0.1], [0.0, 0.2, -0.2], [0.0, -0.4, 0.1], [-0.1, 0.2, 0.1], [0.1, 0.1, 0.1], [0.0, 0.1, -0.1], [0.0, -0.1, -0.2], [0.0, 0.0, -0.2], [0.0, -0.7, -0.1], [0.0, 0.2, 0.2], [0.0, -0.2, 0.2], [0.0, 1.0, 0.1], [0.0, -0.2, -0.5], [0.0, -0.1, 0.1], [0.0, 0.0, 0.1], [0.0, 0.1, -0.1], [0.0, 0.0, 0.0]], "mulliken_spin": [0.9509, -0.0050, 0.0385, 0.0829, -0.0062, 0.0122, 0.0014, -0.0008, 0.0015, 0.0131, 0.0032, -0.0184, 0.0017, -0.0008, 0.0005, 0.0082, 0.0094, -0.0039, 0.0006, -0.0003, 0.0000, 0.0000, 0.0004, -0.0002, 0.0000, -0.0001, 0.0000, 0.0287, -0.0873, -0.0024, 0.0000, -0.0003, -0.0001, 0.0000, -0.0018, 0.0019, 0.0020, -0.0088, 0.0143, 0.0006, 0.0801, -0.1124, 0.0002, -0.0020, -0.0013, 0.0000]}